No. 1
Here is a structure of composition C22H14F5N2O2Pd in a non-equilibrium geometry from OMol25. Energies are from ωB97M-V/def2-TZVPD.

HOMO level (eV): -4.057
ΔE to the lowest compared entry with this formula, charge and spin (kcal per mole): 29.3
LUMO (eV): 2.455
Frontier orbital gap (eV): 6.5118

```
! RIJCOSX wB97M-V def2-TZVPD def2/J DEFGRID3
* xyz -1 1
Pd -0.27 0.07 -0.49
O -1.41 -1.50 -1.09
C -1.87 -2.17 -0.08
C -1.80 -3.58 -0.13
C -2.38 -4.38 0.83
C -3.05 -3.80 1.91
C -3.08 -2.43 2.03
C -2.49 -1.58 1.08
C -2.54 -0.18 1.29
N -2.09 0.68 0.41
C -2.28 2.10 0.58
C -1.61 2.76 -0.63
N -0.27 2.26 -0.63
C 0.72 2.81 -1.22
C 2.07 2.38 -0.99
C 3.13 2.96 -1.69
C 4.44 2.62 -1.41
C 4.70 1.68 -0.42
C 3.68 1.05 0.25
C 2.32 1.37 0.00
O 1.39 0.78 0.66
H -1.29 -4.01 -0.98
H -2.33 -5.46 0.74
H -3.52 -4.43 2.65
H -3.58 -1.98 2.88
H -2.99 0.18 2.22
H -1.79 2.46 1.50
H -3.35 2.35 0.63
H -1.64 3.85 -0.57
H -2.14 2.43 -1.55
H 0.59 3.68 -1.88
H 2.91 3.69 -2.45
H 5.25 3.09 -1.95
H 5.73 1.42 -0.19
H 3.88 0.31 1.01
F 1.78 -2.26 0.27
C 2.16 -1.74 -0.92
C 1.30 -0.84 -1.53
C 1.73 -0.32 -2.74
F 0.90 0.58 -3.35
C 2.93 -0.66 -3.33
F 3.31 -0.15 -4.52
C 3.75 -1.59 -2.70
F 4.92 -1.98 -3.26
C 3.36 -2.14 -1.47
F 4.17 -3.03 -0.86
*
```

Here are the Löwdin charges for atoms 1 to 5, given in e: atom 1 (Pd): 1.0024, atom 2 (O): -0.1692, atom 3 (C): -0.3619, atom 4 (C): -0.0227, atom 5 (C): -0.0982

=====

No. 2
Here is a structure of composition C28H63Br2NNbO10 in a non-equilibrium geometry from OMol25. Energies are from ωB97M-V/def2-TZVPD.

HOMO level (eV): -4.539
LUMO (eV): 2.124
Frontier orbital gap (eV): 6.6628

```
! RIJCOSX wB97M-V def2-TZVPD def2/J DEFGRID3
* xyz -1 1
C -3.31 4.65 -3.06
C -2.90 3.10 -3.53
O -3.78 2.25 -4.07
N -1.46 2.71 -3.32
C -0.50 3.45 -4.24
C -1.24 1.21 -3.35
C 0.07 0.90 -2.41
C -0.20 -0.32 -1.29
C 0.23 0.26 0.19
Nb -1.01 -0.55 1.92
C -1.28 1.54 2.88
C -2.99 -0.35 0.80
C -3.17 1.04 -0.05
C -3.92 2.26 0.76
O -2.97 3.42 0.88
C 0.98 -0.74 3.10
O 1.54 0.58 3.48
C 2.98 0.62 3.11
C 4.19 0.02 4.06
C 5.78 0.06 3.54
C 6.16 0.72 2.06
C 4.97 1.37 1.13
C 3.42 1.30 1.67
C -0.72 -2.75 1.28
Br 0.94 -3.41 0.29
C -1.73 -3.84 1.57
C -1.48 -5.44 1.13
Br -3.47 -3.47 2.52
H -2.41 5.19 -2.48
H -4.25 4.51 -2.34
H -3.62 5.29 -4.01
H -1.06 4.18 -4.97
H 0.18 4.14 -3.54
H 0.22 2.72 -4.81
H -2.13 0.58 -2.91
H -0.98 0.87 -4.46
H 0.48 1.88 -1.93
H 0.93 0.53 -3.16
H -1.27 -0.77 -1.36
H 0.57 -1.17 -1.58
H 0.05 1.44 0.17
H 1.35 -0.03 0.36
H -1.82 -1.21 3.42
H -0.84 2.39 2.19
H -2.45 1.63 3.05
H -0.81 1.58 3.98
H -3.13 -1.24 0.03
H -3.87 -0.41 1.57
H -3.87 0.78 -0.98
H -2.18 1.48 -0.51
H -4.25 1.91 1.82
H -4.84 2.68 0.16
H -3.40 4.16 1.40
H 0.88 -1.49 3.99
H 1.77 -1.22 2.34
H 3.98 -0.46 5.10
H 6.68 -0.37 4.18
H 7.26 0.75 1.64
H 5.20 1.84 0.07
H 2.56 1.75 0.99
H -0.38 -5.80 1.37
H -1.82 -5.63 0.03
H -2.19 -6.11 1.82
C -6.20 -1.77 0.19
O -5.59 -0.70 -0.52
H -5.42 -2.44 0.56
H -6.76 -1.37 1.04
H -6.87 -2.32 -0.47
H -6.31 -0.12 -0.83
C -8.74 0.12 3.61
O -7.91 0.23 2.47
H -9.12 -0.91 3.67
H -8.16 0.35 4.51
H -9.58 0.81 3.52
H -7.59 1.15 2.44
C -2.81 0.65 -6.69
O -1.68 -0.20 -6.70
H -2.51 1.65 -6.38
H -3.23 0.70 -7.70
H -3.56 0.26 -6.00
H -1.98 -1.08 -6.99
C 1.38 7.23 -3.35
O 1.51 5.91 -2.88
H 1.38 7.22 -4.45
H 0.44 7.66 -2.99
H 2.22 7.83 -3.00
H 1.51 5.95 -1.90
C 7.90 -2.80 1.19
O 6.91 -1.98 0.60
H 8.35 -3.43 0.42
H 8.68 -2.17 1.63
H 7.45 -3.43 1.96
H 6.53 -1.43 1.31
C 2.23 -4.72 4.58
O 1.02 -4.69 3.85
H 2.16 -5.47 5.37
H 3.05 -4.99 3.90
H 2.42 -3.74 5.02
H 1.11 -4.02 3.16
C 10.14 -5.45 -1.03
O 10.55 -4.24 -0.41
H 9.24 -5.81 -0.54
H 9.93 -5.26 -2.09
H 10.93 -6.19 -0.93
H 11.35 -3.94 -0.87
*
```

Here are the Löwdin charges for atoms 1 to 5, given in e: atom 1 (C): -0.0403, atom 2 (C): -0.3026, atom 3 (O): -0.0745, atom 4 (N): -0.1666, atom 5 (C): -0.0916

=====

No. 3
Here is a cluster of 2 separate species, C5H13NO2 in total in a non-equilibrium geometry from OMol25. Energies are from ωB97M-V/def2-TZVPD.

HOMO level (eV): -8.274
ΔE to the lowest compared entry with this formula, charge and spin (kcal per mole): 49.6
LUMO (eV): 0.765
Frontier orbital gap (eV): 9.0395

```
! RIJCOSX wB97M-V def2-TZVPD def2/J DEFGRID3
* xyz 0 1
C 2.09 -0.63 1.14
C 0.89 -1.00 0.33
O 1.19 -1.56 -0.89
C -0.38 -1.04 0.81
N -1.38 -1.73 0.05
H 2.75 -1.50 1.27
H 1.80 -0.25 2.12
H 2.67 0.13 0.61
H 0.35 -1.82 -1.29
H -0.56 -0.86 1.86
H -1.25 -2.74 0.01
H -2.31 -1.52 0.38
C 0.21 1.91 -0.86
C -1.19 1.73 -0.33
O -2.10 1.21 -1.28
H 0.71 0.90 -0.84
H 0.22 2.32 -1.87
H 0.79 2.55 -0.20
H -1.63 2.67 0.02
H -1.08 0.90 0.50
H -1.79 0.33 -1.53
*
```

Here are the Löwdin charges for atoms 1 to 5, given in e: atom 1 (C): -0.0254, atom 2 (C): -0.4237, atom 3 (O): 0.0305, atom 4 (C): -0.2043, atom 5 (N): 0.0233

=====

No. 4
Here is the molecule C5H11N3O2S in a non-equilibrium geometry from OMol25. Energies are from ωB97M-V/def2-TZVPD.

HOMO level (eV): -8.024
ΔE to the lowest compared entry with this formula, charge and spin (kcal per mole): 0.0
LUMO (eV): 0.572
Frontier orbital gap (eV): 8.5959

```
! RIJCOSX wB97M-V def2-TZVPD def2/J DEFGRID3
* xyz 0 1
N -2.59 1.52 0.35
N -2.95 0.32 -0.34
C -2.16 -0.80 -0.18
S -2.85 -2.29 0.08
N -0.80 -0.62 -0.12
C -0.02 0.18 -0.93
C 1.02 0.96 -0.17
C 1.71 0.07 1.01
C 2.65 -1.01 0.29
O 2.28 -2.13 0.13
O 3.67 -0.50 -0.44
H -1.83 1.30 0.98
H -3.33 1.81 0.94
H -3.98 0.01 -0.40
H -0.30 -1.47 0.19
H 0.40 -0.40 -1.78
H -0.61 0.93 -1.44
H 0.60 1.82 0.38
H 1.83 1.38 -0.86
H 0.98 -0.48 1.57
H 2.27 0.72 1.69
H 4.02 -1.30 -0.95
*
```

Here are the Löwdin charges for atoms 1 to 5, given in e: atom 1 (N): 0.0318, atom 2 (N): -0.1041, atom 3 (C): -0.9021, atom 4 (S): 0.5788, atom 5 (N): -0.0418

=====

> Which formula does entry 4 have?

C5H11N3O2S